Run a
Here is one molecule with the formula C4H7FS from the Open Molecules 2025 dataset. Energies are from the ωB97M-V functional and the def2-TZVPD basis.

The structure (SMILES) is CS[C@@H]1C[C@H]1F. The HOMO-LUMO gap is 9.619 eV.

```
! RIJCOSX wB97M-V def2-TZVPD def2/J DEFGRID3
* xyz 0 1
C -2.008 -1.063 0.085
S -1.458 0.620 -0.133
C 0.234 0.250 0.474
C 1.397 1.144 0.116
C 1.232 -0.167 -0.514
F 2.215 -1.019 0.006
H -1.391 -1.572 1.038
H -3.298 -1.205 0.312
H -1.570 -1.538 -0.865
H 0.459 -0.558 1.425
H 1.173 2.320 -0.217
H 2.054 1.259 0.948
H 0.831 -0.438 -1.530
*
```

Run b
Here is one molecule with the formula C4H7FS from the Open Molecules 2025 dataset. Energies are from the ωB97M-V functional and the def2-TZVPD basis.

The structure (SMILES) is C[C@]1(S)C[C@H]1F. The HOMO-LUMO gap is 10.166 eV.

```
! RIJCOSX wB97M-V def2-TZVPD def2/J DEFGRID3
* xyz 0 1
C 0.491 -1.588 0.964
C 0.127 -0.195 0.314
S 1.418 0.763 -0.582
C -0.752 0.609 1.036
C -1.046 -0.313 -0.015
F -1.749 0.255 -1.021
H 1.227 -1.662 1.848
H -0.474 -2.169 1.259
H 0.943 -2.182 0.084
H 1.937 -0.267 -1.498
H -0.753 1.600 0.778
H -1.258 0.332 2.073
H -1.491 -1.241 0.168
*
```

Run c
Here is C4H7FS as an isolated structure from the Open Molecules 2025 dataset. Energies are from the ωB97M-V functional and the def2-TZVPD basis.

The HOMO-LUMO gap is 9.776 eV.

```
! RIJCOSX wB97M-V def2-TZVPD def2/J DEFGRID3
* xyz 0 1
C 0.788 0.012 0.641
C -0.173 1.016 0.138
C -0.909 -0.143 -0.609
C -0.226 -1.007 0.346
H 1.264 0.248 -1.540
H 1.152 0.299 1.607
H 0.400 1.725 -0.557
H -0.766 1.633 0.929
H -0.694 -0.082 -1.754
H -0.717 -0.906 1.261
H -0.014 -2.271 0.411
F -2.329 -0.269 -0.432
S 2.224 -0.254 -0.441
*
```

run c has the most favorable energy; the next structure is 0.515 eV above.

Run a
Here is a 2-piece molecular cluster, C4H8NO2S overall from the Open Molecules 2025 dataset. Energies are from the ωB97M-V functional and the def2-TZVPD basis.

The HOMO-LUMO gap is 6.740 eV.

```
! RIJCOSX wB97M-V def2-TZVPD def2/J DEFGRID3
* xyz 1 1
C -1.069 0.562 0.281
C -0.495 -0.631 0.522
C -3.432 0.298 -0.445
C 3.814 -0.256 -0.683
N -0.401 -1.781 0.925
O -2.331 0.884 -0.017
O -4.480 1.038 -0.558
S 2.462 0.771 0.105
H -0.471 1.465 0.567
H -3.510 -0.658 -0.768
H 3.910 -1.020 -0.009
H 4.713 0.270 -0.798
H 3.270 -0.658 -1.583
H 2.433 -0.032 0.995
H -0.204 -2.240 1.796
H -4.209 1.989 -0.330
*
```

Run b
Here is an isolated ion of composition C4H8NO2S and charge +1 from the Open Molecules 2025 dataset. Energies are from the ωB97M-V functional and the def2-TZVPD basis.

The structure (SMILES) is O=S(=O)=C1CC[NH2+]C1. The HOMO-LUMO gap (alpha / beta) is 8.571 / 8.570 eV.

```
! RIJCOSX wB97M-V def2-TZVPD def2/J DEFGRID3
* xyz 1 1
O -2.790 1.350 -0.205
S -2.254 0.037 -0.053
O -2.948 -1.180 -0.007
C -0.742 -0.029 0.757
C -0.010 -1.261 0.336
C 1.141 -0.664 -0.518
N 1.416 0.746 -0.052
C 0.072 1.265 0.273
H 0.415 -1.837 1.267
H -0.562 -2.038 -0.171
H 2.048 -1.390 -0.558
H 0.531 -0.697 -1.520
H 1.801 1.214 -0.821
H 1.986 0.666 0.783
H -0.277 1.798 -0.591
H 0.174 2.020 1.082
*
```

run b has the most favorable energy; the next structure is 1.418 eV above.

Run a
Here is a 14-piece molecular cluster, H28O14 overall from the Open Molecules 2025 dataset. Energies are from the ωB97M-V functional and the def2-TZVPD basis.

The HOMO-LUMO gap is 9.922 eV.

```
! RIJCOSX wB97M-V def2-TZVPD def2/J DEFGRID3
* xyz 0 1
H -0.673 -0.144 0.430
H 0.801 0.158 0.215
H -2.278 -0.378 4.038
H -2.828 1.036 4.131
H 4.525 -0.596 1.129
H 3.272 0.184 0.766
H -0.937 1.830 3.952
H -0.632 1.938 2.467
H 0.857 -1.228 -0.927
H 1.558 -0.083 -1.639
H -3.532 2.323 -0.965
H -2.806 1.121 -1.547
H 2.928 -4.077 1.260
H 3.139 -2.578 1.128
H 0.102 1.463 -2.079
H 0.073 2.734 -1.246
H 0.706 -4.994 -1.926
H 1.373 -3.640 -2.106
H -2.501 2.519 0.521
H -3.577 3.461 1.035
H -1.741 -1.969 -1.124
H -1.077 -1.191 -2.248
H -3.573 -2.752 1.768
H -4.534 -3.188 2.861
H 3.195 2.053 -3.566
H 3.845 0.878 -2.854
H 2.852 3.187 -0.538
H 1.989 1.937 -0.507
O -0.069 0.309 -0.170
O -2.212 0.492 3.628
O 3.942 0.099 1.455
O -0.901 2.465 3.227
O 1.236 -0.981 -1.778
O -3.683 1.428 -1.289
O 2.447 -3.248 1.156
O -0.501 2.127 -1.727
O 1.372 -4.539 -2.454
O -2.641 3.251 1.131
O -1.202 -2.087 -1.915
O -3.688 -2.748 2.725
O 3.063 1.121 -3.362
O 2.770 2.311 -0.930
*
```

Run b
Here is H28O14 as an isolated structure from the Open Molecules 2025 dataset. Energies are from the ωB97M-V functional and the def2-TZVPD basis.

The HOMO-LUMO gap is 9.123 eV.

```
! RIJCOSX wB97M-V def2-TZVPD def2/J DEFGRID3
* xyz 0 1
O -2.158 0.341 0.719
H -2.268 -0.240 1.472
H -1.701 1.105 1.072
O -2.504 0.046 -1.330
H -3.437 0.175 -1.503
H -2.394 0.290 -0.411
O 0.356 -2.803 -1.348
H -0.352 -2.835 -1.991
H -0.060 -2.485 -0.547
O 0.136 -0.454 0.005
H 0.773 0.113 0.439
H -0.694 0.018 0.079
O -0.627 1.985 0.703
H -0.758 1.899 -0.241
H -0.802 2.908 0.887
O 1.402 0.952 1.107
H 1.387 1.636 0.438
H 1.935 1.318 1.813
O -0.497 -1.830 1.931
H -0.984 -2.457 1.396
H 0.241 -1.567 1.380
O 0.966 0.548 -2.023
H 1.696 0.232 -2.555
H 0.452 -0.237 -1.832
O 2.964 -1.331 -0.245
H 3.060 -0.408 -0.481
H 2.057 -1.410 0.051
O 1.321 2.055 -0.812
H 1.062 1.309 -1.352
H 2.258 2.158 -0.979
O 2.038 -1.043 1.821
H 2.971 -1.172 1.651
H 1.864 -0.146 1.533
O -2.022 -2.111 -0.784
H -2.062 -2.533 -1.642
H -2.030 -1.174 -0.977
O -1.095 1.632 -1.393
H -0.562 1.515 -2.180
H -1.711 0.900 -1.410
O -0.412 0.849 2.574
H -0.125 1.302 1.781
H 0.318 0.949 3.185
*
```

run a has the most favorable energy; the next structure is 10.301 eV above.